[1]
Formula: C40H42CoO2P2SSi
Source: the Open Molecules 2025 dataset
Level of theory: ωB97M-V/def2-TZVPD

CARTESIAN COORDINATES (ANGSTROEM)
Co (0.23657, -0.03678, 0.24700)
C (3.25954, 2.25064, -1.33148)
C (3.44832, 1.26377, -0.18739)
P (2.48216, -0.31520, -0.29238)
C (2.91538, -1.07140, 1.33178)
C (3.95205, -0.63915, 2.15221)
C (4.18672, -1.25205, 3.37127)
C (3.38911, -2.30113, 3.79434)
C (2.35656, -2.74320, 2.98231)
C (2.12572, -2.13859, 1.75996)
C (3.55211, -1.32933, -1.38799)
C (3.12209, -1.72366, -2.64869)
C (3.95631, -2.46119, -3.47226)
C (5.21713, -2.83043, -3.03430)
C (5.63847, -2.47098, -1.76372)
C (4.81154, -1.72372, -0.94609)
C (1.78268, 2.53047, -1.60587)
P (1.16301, 1.17922, -2.73613)
C (0.50670, 2.28443, -4.06652)
C (-0.54541, 3.16057, -3.81832)
C (-0.99640, 4.01317, -4.80682)
C (-0.38974, 4.00919, -6.05253)
C (0.65904, 3.14284, -6.30750)
C (1.10264, 2.27642, -5.32133)
C (-0.48076, 0.69137, -2.04557)
C (-1.07109, -0.38259, -2.72292)
C (-2.36452, -0.77669, -2.44999)
C (-3.10127, -0.11531, -1.47943)
C (-2.54053, 0.94832, -0.79612)
C (-1.23117, 1.35837, -1.05695)
H (3.73044, 1.86296, -2.24150)
H (3.77296, 3.17957, -1.06531)
H (3.09533, 1.72737, 0.73893)
H (4.51231, 1.02143, -0.10072)
H (4.58172, 0.18940, 1.86231)
H (4.99520, -0.89076, 3.99232)
H (3.57130, -2.76323, 4.75345)
H (1.72447, -3.55571, 3.30651)
H (1.31247, -2.48824, 1.13355)
H (2.13091, -1.45225, -2.98508)
H (3.62397, -2.75097, -4.45935)
H (5.86905, -3.40287, -3.67890)
H (6.61452, -2.77495, -1.41134)
H (5.14128, -1.45995, 0.04880)
H (1.67530, 3.49106, -2.11461)
H (1.22481, 2.54585, -0.66853)
H (-1.01279, 3.17230, -2.84519)
H (-1.81656, 4.68753, -4.60591)
H (-0.73450, 4.68245, -6.82334)
H (1.13580, 3.15221, -7.27734)
H (1.92188, 1.59869, -5.52324)
H (-0.49828, -0.89088, -3.48926)
H (-2.79960, -1.59883, -2.99539)
H (-4.10931, -0.43063, -1.26002)
H (-3.12248, 1.47417, -0.05364)
H (-0.87035, 2.27080, -0.59306)
C (2.52935, 2.11806, 3.66680)
Si (0.88504, 2.33263, 2.70086)
C (0.91985, 4.08904, 1.92462)
C (-0.48294, 2.26139, 4.03082)
O (0.68367, 1.26310, 1.54840)
H (2.53848, 2.77967, 4.52754)
H (3.40933, 2.35033, 3.07377)
H (2.63007, 1.10104, 4.03249)
H (1.01668, 4.84627, 2.69479)
H (0.00366, 4.29643, 1.37902)
H (1.75209, 4.21621, 1.23720)
H (-0.26026, 2.92118, 4.86371)
H (-0.56936, 1.25370, 4.42505)
H (-1.45131, 2.54834, 3.63425)
C (-9.37216, -2.40015, 2.47132)
C (-7.99435, -2.76075, 2.00634)
O (-7.46128, -2.35696, 1.01258)
S (-7.15198, -3.84825, 3.15460)
C (-5.48164, -3.56438, 2.59201)
C (-5.05449, -4.04711, 1.36702)
C (-3.83129, -3.63671, 0.87073)
C (-3.03772, -2.74522, 1.59934)
C (-3.44351, -2.35660, 2.88170)
C (-4.66430, -2.76047, 3.37229)
C (-1.88028, -2.13353, 1.06657)
C (-0.95158, -1.47050, 0.63269)
H (-10.00195, -2.16487, 1.61451)
H (-9.28698, -1.50629, 3.09231)
H (-9.79926, -3.19794, 3.07254)
H (-5.69682, -4.70526, 0.80021)
H (-3.49503, -3.98099, -0.09665)
H (-2.80501, -1.70301, 3.45755)
H (-5.00750, -2.43230, 4.34031)

Summary:
E_tot	-4453.09955	Eh
spin multiplicity	4
E_HOMO (spin up / spin down)	-0.2903 / -0.2877	hartree
HOMO-LUMO gap (spin up / spin down)	0.3125 / 0.2891	hartree
molecular weight	735.81	g/mol

[2]
Formula: C40H42F32O9S3
Source: the Open Molecules 2025 dataset
Level of theory: ωB97M-V/def2-TZVPD

CARTESIAN COORDINATES (ANGSTROEM)
C (12.97396, 7.25225, 1.23409)
C (13.60567, 6.88012, 2.65230)
C (12.54465, 7.14995, 3.78792)
F (12.97088, 6.87033, 5.02044)
F (12.16869, 8.45258, 3.81151)
F (14.00337, 5.58969, 2.62486)
F (14.73748, 7.60186, 2.79453)
O (11.80674, 6.43169, 1.11752)
C (10.80231, 6.89934, 0.30166)
C (9.66392, 5.84300, 0.16188)
F (9.89776, 4.91573, -0.81870)
F (9.32030, 5.09295, 1.22639)
F (10.23734, 8.03551, 0.82375)
F (11.26432, 7.19162, -0.96851)
H (13.62749, 6.99891, 0.39933)
H (12.86509, 8.33376, 1.15298)
H (11.65328, 6.54002, 3.64117)
H (8.68970, 6.25054, -0.10815)
C (-2.81552, -10.42285, -0.51423)
C (-2.26548, -10.07421, -1.95402)
C (-3.18477, -10.65843, -3.14249)
F (-4.48397, -10.35380, -3.13208)
F (-2.70717, -10.27580, -4.32514)
F (-2.05748, -8.72919, -2.05351)
F (-1.08203, -10.54230, -2.10581)
O (-3.88534, -9.54733, -0.19311)
C (-3.62676, -8.50639, 0.76804)
C (-4.85038, -7.74894, 0.80672)
F (-5.88476, -8.48733, 1.08960)
F (-4.67838, -6.80858, 1.73585)
F (-3.37546, -9.12622, 1.94290)
F (-2.52676, -7.82458, 0.41440)
H (-2.03379, -10.27878, 0.23159)
H (-3.07205, -11.47521, -0.63604)
H (-3.31592, -11.73377, -3.02193)
H (-5.02506, -7.12310, -0.06844)
C (-5.73770, 13.43334, 2.66576)
C (-6.47999, 14.15716, 1.50729)
C (-7.84927, 13.61530, 1.03422)
F (-8.24781, 14.18841, -0.04685)
F (-7.72598, 12.31985, 0.78343)
F (-6.66196, 15.46389, 1.90551)
F (-5.71702, 14.22870, 0.42668)
O (-6.68645, 13.10284, 3.63837)
C (-6.55349, 13.58316, 4.97722)
C (-7.07407, 12.69119, 6.04549)
F (-8.34384, 12.34558, 5.93583)
F (-6.35389, 11.55424, 6.28110)
F (-5.24064, 13.79055, 5.19063)
F (-7.09654, 14.72711, 4.95368)
H (-5.06362, 14.18490, 3.07669)
H (-5.12124, 12.56739, 2.42448)
H (-8.59598, 13.88847, 1.77979)
H (-7.05572, 13.15999, 7.02935)
C (-9.06584, -3.46888, 9.19247)
C (-9.46926, -2.41771, 8.06607)
C (-11.02564, -2.06552, 8.23784)
F (-11.14951, -1.39185, 9.37684)
F (-11.45498, -1.24113, 7.27661)
F (-8.71221, -1.30258, 8.28266)
F (-9.20478, -2.69445, 6.77584)
O (-10.06972, -4.54503, 9.34931)
C (-10.20940, -5.60510, 8.40832)
C (-9.36353, -6.80539, 8.91743)
F (-9.45777, -7.98952, 8.24186)
F (-8.00132, -6.47556, 8.98250)
F (-11.45808, -5.94161, 8.33933)
F (-9.74829, -5.12017, 7.20757)
H (-8.81417, -2.90289, 10.08936)
H (-8.08695, -3.88578, 8.95565)
H (-11.66802, -2.91515, 8.46932)
H (-9.53613, -7.18351, 9.92507)
C (2.30044, -5.14197, -11.65894)
S (1.98205, -6.84643, -11.19581)
O (0.50858, -7.14185, -11.60366)
C (2.91925, -7.70870, -12.51817)
H (1.89282, -4.59814, -10.80676)
H (1.82496, -4.93165, -12.61696)
H (3.38157, -5.01002, -11.70198)
H (3.97006, -7.92055, -12.32070)
H (2.75891, -7.13689, -13.43219)
H (2.42582, -8.66005, -12.71707)
C (9.60334, -4.16324, -9.82057)
S (10.43820, -2.72607, -9.11046)
O (10.69288, -1.62612, -10.10772)
C (9.18207, -2.24399, -7.83070)
H (10.39391, -4.91266, -9.78224)
H (9.29911, -4.08175, -10.86408)
H (8.85692, -4.53934, -9.12092)
H (9.46191, -1.22005, -7.58304)
H (9.27067, -2.95428, -7.00867)
H (8.15798, -2.30791, -8.19846)
C (5.39208, -7.72039, -1.80051)
S (7.02875, -6.92654, -2.17267)
O (7.04778, -6.53602, -3.65951)
C (6.70132, -5.49352, -1.08553)
H (4.63431, -7.26663, -2.43924)
H (5.05201, -7.69828, -0.76515)
H (5.36317, -8.76014, -2.12635)
H (6.69690, -5.81124, -0.04287)
H (5.74083, -5.03625, -1.32317)
H (7.42754, -4.68672, -1.18438)
C (0.87632, -0.14507, -2.46891)
C (-0.32573, -0.92957, -2.53956)
C (-1.39707, -0.65984, -1.76148)
C (-1.39083, 0.49416, -0.98988)
C (-0.29251, 1.39833, -1.00821)
C (0.90549, 1.03173, -1.67166)
C (-0.31294, 2.77144, -0.30997)
O (0.55664, 3.53097, -0.40203)
C (-1.41922, 2.97094, 0.71331)
C (-1.61966, 4.16953, 1.49192)
C (-2.71214, 4.31937, 2.32148)
C (-3.58758, 3.25450, 2.47146)
C (-3.48174, 2.06928, 1.76937)
C (-2.46594, 1.97496, 0.79910)
C (-2.51141, 0.72967, -0.08492)
O (-3.46186, -0.04963, 0.01481)
H (1.77780, -0.30383, -3.04209)
H (-0.30505, -1.88673, -3.03939)
H (-2.30448, -1.24506, -1.78436)
H (1.74978, 1.69928, -1.58255)
H (-0.88644, 4.96244, 1.50009)
H (-3.01188, 5.25197, 2.77625)
H (-4.47003, 3.46864, 3.05612)
H (-4.17665, 1.26712, 1.96946)

Summary:
E_tot	-6616.59052	Eh
E_HOMO	-0.3189	hartree
HOMO-LUMO gap	0.2817	hartree
molecular weight	1370.90	g/mol

[3]
Formula: C40H42N7P2S6Se2V
Source: the Open Molecules 2025 dataset
Level of theory: ωB97M-V/def2-TZVPD

CARTESIAN COORDINATES (ANGSTROEM)
V (-1.06407, -0.98333, -0.77911)
C (0.21316, -4.50267, -0.69370)
C (1.01707, -3.27796, -1.08002)
S (0.29268, -2.08006, -2.28583)
C (-0.71010, -3.03501, -3.48052)
C (-1.58548, -2.06939, -4.27678)
S (-2.89626, -1.26515, -3.29886)
C (-4.28863, -2.45811, -3.45399)
C (-5.43914, -2.36953, -2.45393)
S (-5.43731, -2.07826, -0.56680)
C (-4.84653, -2.92983, 1.05712)
C (-3.59178, -3.73341, 1.47589)
S (-0.96964, -4.66062, 0.77136)
H (0.91935, -5.27281, -0.37425)
H (-0.33561, -4.89245, -1.54429)
H (1.92833, -3.64595, -1.55256)
H (1.30429, -2.66616, -0.22319)
H (-1.33291, -3.75126, -2.95397)
H (-0.01783, -3.55746, -4.14177)
H (-2.04358, -2.59233, -5.11571)
H (-0.99869, -1.24019, -4.67473)
H (-3.84681, -3.44377, -3.51198)
H (-4.76542, -2.23175, -4.41210)
H (-6.10386, -3.22792, -2.56008)
H (-6.04297, -1.47623, -2.64044)
H (-5.71978, -3.54906, 1.25579)
H (-4.94070, -2.00792, 1.63821)
H (-3.76087, -4.76819, 1.20765)
H (-3.62632, -3.70933, 2.56897)
Se (3.30791, 3.73051, 0.56881)
P (3.20280, 2.00415, 1.79666)
C (2.93827, 2.33834, 3.55430)
C (2.11193, 1.56044, 4.36413)
C (1.95775, 1.89712, 5.70068)
C (2.62677, 2.99177, 6.22922)
C (3.46031, 3.75518, 5.42416)
C (3.61357, 3.43592, 4.08488)
C (4.66107, 0.96228, 1.57732)
C (4.97320, 0.54855, 0.28332)
C (6.11737, -0.19894, 0.06681)
C (6.94872, -0.52012, 1.13439)
C (6.63792, -0.09901, 2.41741)
C (5.48858, 0.64531, 2.64732)
C (1.85100, 0.94289, 1.22465)
C (0.91772, 1.08227, 0.19643)
N (0.29554, -0.11805, 0.14968)
N (0.77690, -0.92700, 1.07476)
N (1.71172, -0.30630, 1.73732)
P (0.33844, 2.29799, -1.01390)
Se (-1.27114, 1.19709, -2.04482)
C (1.64546, 2.58330, -2.21598)
C (2.33616, 1.44652, -2.63839)
C (3.33010, 1.56124, -3.59218)
C (3.63399, 2.80768, -4.12779)
C (2.93238, 3.93150, -3.72096)
C (1.92742, 3.82535, -2.77202)
C (-0.40447, 3.72882, -0.19384)
C (-1.64107, 3.48075, 0.40469)
C (-2.30276, 4.48801, 1.08195)
C (-1.74108, 5.75626, 1.15221)
C (-0.52142, 6.00810, 0.54513)
C (0.15432, 5.00144, -0.12731)
H (1.61922, 0.68689, 3.96484)
H (1.32187, 1.29455, 6.33666)
H (2.50157, 3.24848, 7.27276)
H (3.98984, 4.60298, 5.83724)
H (4.24630, 4.03933, 3.44534)
H (4.33836, 0.84043, -0.54666)
H (6.37378, -0.51471, -0.93621)
H (7.85005, -1.09296, 0.96056)
H (7.29193, -0.34265, 3.24392)
H (5.24031, 0.98212, 3.64582)
H (2.10002, 0.47747, -2.21374)
H (3.86991, 0.68338, -3.92209)
H (4.41641, 2.89879, -4.86905)
H (3.16720, 4.89939, -4.14230)
H (1.36974, 4.70403, -2.48550)
H (-2.08698, 2.50052, 0.31038)
H (-3.26658, 4.29771, 1.53733)
H (-2.25969, 6.55085, 1.67183)
H (-0.08332, 6.99546, 0.59504)
H (1.11214, 5.22130, -0.56631)
N (-2.79312, 1.12118, 2.50263)
C (-3.13116, 0.35844, 1.47433)
N (-2.37674, -0.54620, 0.94022)
C (-2.90713, -1.18410, -0.17857)
C (-4.27415, -0.67155, -0.54996)
S (-4.73155, 0.54494, 0.72523)
C (-2.38785, -2.55677, -0.32315)
C (-2.20515, -3.22998, 0.99057)
S (-2.19961, -5.98358, -0.17969)
C (-3.03771, -4.71920, -1.28296)
N (-2.98464, -3.45827, -1.24788)
N (-3.73734, -5.45670, -2.19819)
H (-1.86406, 1.06069, 2.89378)
H (-3.44265, 1.77093, 2.91472)
H (-4.36811, -0.19776, -1.52612)
H (-1.70300, -2.60891, 1.72844)
H (-3.67488, -6.46387, -2.14957)
H (-4.61921, -5.11593, -2.54317)

Summary:
charge	+3
E_tot	-10750.47182	Eh
spin multiplicity	2
E_HOMO (spin up / spin down)	-0.4958 / -0.4958	hartree
HOMO-LUMO gap (spin up / spin down)	0.1854 / 0.1882	hartree
molecular weight	1084.04	g/mol